No. 1
{"formula": "C5H3NO", "method": "ωB97M-V with the def2-TZVPD basis set", "symbols": ["C", "C", "C", "C", "O", "C", "N", "H", "H", "H"], "coordinates": [[-1.2301, 0.4057, -2.2031], [-0.7290, 0.5195, -1.1133], [-0.1128, 0.7237, 0.1518], [0.4904, -0.2325, 0.8778], [1.1493, -0.0230, 2.0393], [0.4937, -1.6212, 0.4914], [0.4968, -2.7402, 0.1985], [-1.6651, 0.2975, -3.1720], [-0.1106, 1.7388, 0.5457], [1.2174, 0.9317, 2.1839]], "mulliken_charge": [0.503, -0.861, -0.776, 0.849, -0.471, 0.080, -0.365, 0.411, 0.337, 0.294], "e_tot_ha": -322.2204, "lumo_ev": 0.0, "max_force_ev_per_a": 1.13, "de_lowest_kcal_mol": 44.8, "gap_ev": 9.29, "smiles": "C#C/C=C(/O)C#N"}

No. 2
{"formula": "C2H9N2S", "method": "ωB97M-V with the def2-TZVPD basis set", "symbols": ["C", "C", "N", "N", "S", "H", "H", "H", "H", "H", "H", "H", "H", "H"], "coordinates": [[0.0964, -1.2561, 0.3627], [0.8485, -0.2490, -0.3526], [-0.3934, 1.9593, -0.0148], [-1.3230, -1.1088, 0.1788], [2.4262, -0.0633, 0.0631], [0.4176, -2.3556, 0.2078], [0.3037, -1.2769, 1.4230], [0.2646, 0.3063, -1.1372], [-1.3727, 1.9246, -0.5061], [-0.5657, 1.3190, 0.7574], [-0.0271, 2.9440, 0.1067], [-2.0444, -1.8217, 0.5763], [-1.5606, -1.1616, -0.7965], [2.9300, 0.8398, -0.8686]], "mulliken_charge": [-0.636, 0.181, -0.683, -0.569, -0.052, 0.405, 0.410, 0.399, 0.294, 0.277, 0.226, 0.282, 0.219, 0.246], "charge": 1, "e_tot_ha": -588.9546, "lumo_ev": -5.9, "max_force_ev_per_a": 3.55, "de_lowest_kcal_mol": 72.3, "gap_ev": 8.14}

Which formula does entry 1 have? C5H3NO

Please write out number 1 again, unchanged.
{"formula": "C5H3NO", "method": "ωB97M-V with the def2-TZVPD basis set", "symbols": ["C", "C", "C", "C", "O", "C", "N", "H", "H", "H"], "coordinates": [[-1.2301, 0.4057, -2.2031], [-0.7290, 0.5195, -1.1133], [-0.1128, 0.7237, 0.1518], [0.4904, -0.2325, 0.8778], [1.1493, -0.0230, 2.0393], [0.4937, -1.6212, 0.4914], [0.4968, -2.7402, 0.1985], [-1.6651, 0.2975, -3.1720], [-0.1106, 1.7388, 0.5457], [1.2174, 0.9317, 2.1839]], "mulliken_charge": [0.503, -0.861, -0.776, 0.849, -0.471, 0.080, -0.365, 0.411, 0.337, 0.294], "e_tot_ha": -322.2204, "lumo_ev": 0.0, "max_force_ev_per_a": 1.13, "de_lowest_kcal_mol": 44.8, "gap_ev": 9.29, "smiles": "C#C/C=C(/O)C#N"}

Number 2 is which compound? C2H9N2S